16
Properties=species:S:1:pos:R:3:forces:R:3:mulliken_charge:R:1 method="wB97M-V/def2-TZVPD" charge=+1 e_tot_ev=-4330.5855 s_squared=0.754 spin_multiplicity=2
C -0.586 -1.154 -1.222 -1.538 0.266 0.031 -0.676
C -0.350 -1.848 -2.510 1.307 0.373 -0.305 -0.898
H -1.236 -0.284 -1.297 -0.162 0.091 -0.412 0.389
H -1.127 -1.783 -0.482 0.738 0.008 0.196 0.393
H 0.370 -0.765 -0.784 0.074 -0.584 0.453 0.238
H 0.205 -2.777 -2.392 -0.009 -0.037 0.074 0.311
H 0.341 -1.191 -3.106 -0.098 -0.258 -0.140 0.315
H -1.163 -1.974 -3.232 -0.408 0.243 0.367 0.348
C -0.240 1.395 1.641 0.219 0.547 0.169 -0.309
C 1.111 1.664 2.187 0.152 -1.108 -1.436 -0.834
H -0.986 1.081 2.382 -0.018 -0.302 -0.035 0.329
H -0.651 2.066 0.887 0.121 0.193 0.015 0.366
H -0.163 0.406 1.027 -0.059 -0.223 -0.148 0.020
H 1.825 1.957 1.411 -0.177 0.499 -0.090 0.335
H 1.520 0.717 2.565 -0.117 0.433 0.928 0.337
H 1.129 2.488 2.926 -0.024 -0.139 0.334 0.337


16
Properties=species:S:1:pos:R:3:forces:R:3:mulliken_charge:R:1 method="wB97M-V/def2-TZVPD" charge=+1 e_tot_ev=-4330.6631 s_squared=0.754 spin_multiplicity=2
C 1.813 -1.314 0.083 -0.106 0.397 -0.125 -0.593
C 0.841 -1.751 -0.934 0.397 -0.747 -0.682 -0.606
H 2.554 -0.555 -0.238 -0.221 -0.071 0.005 0.354
H 1.278 -0.648 0.850 -0.098 0.259 0.003 0.268
H 2.276 -2.099 0.661 0.052 -0.199 0.142 0.323
H -0.167 -1.278 -0.931 0.075 0.053 0.077 0.225
H 1.163 -1.447 -1.952 0.013 0.457 -0.030 0.325
H 0.741 -2.832 -1.019 -0.301 0.059 0.451 0.329
C -0.827 1.477 -0.094 1.321 1.619 0.018 -0.426
C -1.840 1.469 0.970 -0.676 -0.242 0.105 -0.816
H 0.115 0.973 0.261 0.050 -0.439 0.140 -0.028
H -0.922 1.006 -1.082 -0.471 -0.661 0.022 0.335
H -0.479 2.491 -0.325 -0.324 -0.046 -0.074 0.347
H -1.845 0.534 1.517 -0.295 -0.104 0.198 0.318
H -2.876 1.636 0.599 0.036 -0.305 -0.393 0.318
H -1.826 2.337 1.634 0.549 -0.030 0.143 0.327